No. 1
ORCA calculation (ωB97M-V/def2-TZVPD) on a structure of composition C32H62BF3O34P3S3.

## Properties
**LUMO**: 1.7067 eV
**E_tot**: -6358.31277 a.u.
**Total charge**: -1
**E_HOMO**: -8.1 eV

Last column: Mulliken charge in e.
Positions of all 138 atoms, in Å:
O (0.7048, -4.1192, 1.9212)  -0.614
C (0.6361, -3.0971, 1.3381)  0.272
O (0.1225, -2.8866, 0.1429)  -0.502
B (0.2281, -1.4282, -0.1581)  1.032
O (1.1697, -0.9175, 0.8290)  0.054
C (1.2831, -1.7837, 1.8386)  0.421
O (1.8301, -1.5801, 2.8751)  -0.635
O (-0.9928, -0.6237, -0.2945)  -0.442
C (-1.0723, -0.0502, -1.4851)  0.850
O (-1.8601, 0.7348, -1.8435)  -0.622
C (0.1346, -0.5515, -2.3174)  0.241
O (0.8429, -1.3081, -1.5125)  -0.710
O (0.3538, -0.3172, -3.4452)  -0.666
C (2.2885, 1.8683, 0.1886)  -0.226
C (3.7752, 1.7466, -0.1172)  -0.603
O (4.0665, 0.3998, -0.5051)  -0.317
C (3.9798, 0.0984, -1.7620)  0.535
O (3.6760, 0.8443, -2.6242)  -0.513
C (4.4526, -1.3358, -2.0611)  0.839
F (5.2717, -1.3453, -3.1233)  -0.268
F (5.0789, -1.8917, -1.0490)  -0.300
F (3.3696, -2.0347, -2.2760)  -0.109
H (1.9600, 0.9663, 0.6906)  -0.230
H (1.7694, 1.9341, -0.7775)  0.202
H (2.0185, 2.8134, 0.6576)  0.560
H (4.3255, 2.0290, 0.7818)  0.372
H (4.1651, 2.3859, -0.9117)  0.364
C (-0.3815, -7.1518, 1.2583)  -0.114
C (-1.2107, -6.4172, 2.3666)  -0.030
O (-2.4096, -7.2021, 2.5389)  -0.370
S (-2.2645, -8.6198, 1.8049)  1.075
O (-3.4384, -9.1052, 1.2082)  -0.533
O (-1.5710, -9.4847, 2.6891)  -0.563
O (-1.3127, -8.0535, 0.6714)  -0.312
H (0.5540, -7.5222, 1.6775)  0.227
H (-0.0843, -6.4751, 0.4619)  0.186
H (-1.4398, -5.4190, 2.0135)  0.098
H (-0.6481, -6.4432, 3.2958)  0.332
C (-2.7450, -5.3130, -3.0567)  -0.112
C (-3.4720, -6.6367, -3.2787)  -0.466
O (-3.4558, -6.8210, -4.6910)  -0.353
S (-1.9785, -6.4180, -5.2342)  1.096
O (-2.0630, -5.7375, -6.4537)  -0.507
O (-1.1296, -7.5277, -4.9937)  -0.548
O (-1.7538, -5.2944, -4.1080)  -0.193
H (-2.2888, -5.3246, -2.0778)  0.218
H (-3.3953, -4.4703, -3.3062)  0.225
H (-4.5047, -6.6371, -2.9461)  0.321
H (-2.9105, -7.4496, -2.8071)  0.334
C (-5.5159, 0.0385, -0.9069)  -0.407
C (-4.8882, 0.9594, 0.1441)  0.154
O (-5.6600, 2.1571, 0.1123)  -0.068
S (-6.5625, 2.1992, -1.2175)  1.083
O (-6.3250, 3.3761, -1.9504)  -0.571
O (-7.8706, 1.8319, -0.8264)  -0.607
O (-5.8139, 1.0010, -1.9304)  -0.332
H (-6.4122, -0.4873, -0.5780)  0.315
H (-4.7677, -0.6863, -1.2151)  0.302
H (-3.8272, 1.1734, 0.0334)  -0.180
H (-4.9422, 0.4922, 1.1338)  0.321
C (2.1589, 1.0674, 9.2970)  -1.190
C (1.0298, 1.7460, 8.5659)  0.016
O (1.3412, 3.1425, 8.3479)  -0.336
P (1.9557, 3.6916, 7.0153)  0.575
O (3.4038, 3.5179, 6.8524)  -0.768
O (1.1191, 2.9350, 5.8956)  0.051
C (1.8713, 2.2345, 4.8620)  -0.301
C (0.8853, 1.6488, 3.8957)  -0.787
O (1.4850, 5.1814, 6.9671)  -0.326
C (2.4023, 6.2619, 6.6695)  -0.239
C (2.9003, 6.9171, 7.9404)  -1.148
H (2.4780, 1.7711, 10.0721)  0.294
H (1.8380, 0.0904, 9.6565)  0.390
H (3.0926, 0.9166, 8.7501)  0.295
H (0.7837, 1.2606, 7.6140)  0.147
H (0.0843, 1.7540, 9.1096)  0.331
H (2.7070, 2.7280, 4.3743)  0.356
H (2.2776, 1.3979, 5.4385)  0.315
H (0.2135, 0.9082, 4.3200)  0.329
H (0.3459, 2.3590, 3.2575)  0.223
H (1.3988, 1.1244, 3.0768)  0.085
H (3.2430, 5.8439, 6.1245)  0.306
H (1.7736, 6.9410, 6.1055)  0.369
H (2.4979, 6.5609, 8.8868)  0.286
H (3.9778, 6.7652, 8.0901)  0.337
H (2.8428, 8.0073, 7.8907)  0.344
C (3.2091, 0.7823, -5.8214)  -0.937
C (3.9389, -0.4736, -6.3256)  0.232
O (3.2249, -0.9082, -7.5338)  -0.360
P (3.4681, -2.3614, -8.1449)  0.729
O (2.8292, -2.5512, -9.4360)  -0.798
O (5.0383, -2.5377, -8.1770)  -0.327
C (5.8524, -2.9988, -7.0798)  0.182
C (6.5025, -4.3226, -7.4282)  -1.340
O (3.0073, -3.4215, -7.0513)  -0.119
C (1.7625, -3.3274, -6.3179)  0.120
C (1.3804, -4.7245, -5.8714)  -1.061
H (3.8300, 1.4468, -5.2232)  0.284
H (2.5998, 1.2932, -6.5528)  0.390
H (2.5551, 0.3451, -5.0578)  -0.003
H (4.9240, -0.2346, -6.7370)  0.259
H (3.9835, -1.1975, -5.5159)  0.111
H (6.6144, -2.2517, -6.8820)  0.360
H (5.1717, -3.1402, -6.2437)  0.146
H (5.9221, -5.2006, -7.1708)  0.291
H (6.7791, -4.3908, -8.4829)  0.303
H (7.4853, -4.2816, -6.9452)  0.392
H (1.8473, -2.6344, -5.4699)  0.028
H (0.9866, -2.8615, -6.9339)  0.289
H (0.8241, -5.2439, -6.6613)  0.348
H (2.2142, -5.3379, -5.5431)  0.353
H (0.6047, -4.6979, -5.0991)  0.146
C (-1.5735, 3.9279, -0.8611)  -0.966
C (-2.6912, 4.9304, -0.6117)  -0.383
O (-3.6646, 4.2526, 0.2927)  0.290
P (-3.8606, 4.2688, 1.8539)  0.770
O (-4.2722, 2.9945, 2.4145)  -0.764
O (-4.9328, 5.4361, 1.9868)  -0.454
C (-6.2148, 5.3168, 1.3613)  0.497
C (-6.4552, 6.5694, 0.5413)  -1.094
O (-2.5389, 4.8740, 2.4404)  -0.342
C (-2.3965, 5.1195, 3.8649)  -0.357
C (-2.1798, 3.8153, 4.6171)  -0.422
H (-1.7117, 2.9721, -0.3777)  0.020
H (-1.3868, 3.7128, -1.9230)  0.485
H (-0.5918, 4.4013, -0.7056)  0.387
H (-2.4309, 5.9051, -0.2082)  0.324
H (-3.3969, 4.9409, -1.4485)  0.219
H (-6.2335, 4.4726, 0.6697)  -0.456
H (-6.9136, 5.0490, 2.1525)  0.373
H (-5.5169, 6.7341, 0.0033)  0.203
H (-7.2659, 6.5598, -0.1784)  0.361
H (-6.5516, 7.4312, 1.2116)  0.314
H (-1.5003, 5.7127, 3.9894)  0.293
H (-3.3372, 5.5634, 4.1801)  0.283
H (-2.5358, 2.9108, 4.1340)  0.275
H (-1.1163, 3.5709, 4.7392)  -0.209
H (-2.4820, 3.9360, 5.6596)  0.376

No. 2
ORCA calculation (ωB97M-V/def2-TZVPD) on a structure of composition C13H30MnN5O7P2S2.

## Properties
**Multiplicity**: 6
**LUMO (spin up / spin down)**: 2.5363 / 2.5236 eV
**Relative energy (zero: lowest compared OMol25 entry of this formula, charge and spin)**: 385.5 kJ/mol
**E_tot**: -3944.08021 a.u.
**Total charge**: -1
**E_HOMO (spin up / spin down)**: -2.0 / -5.3 eV

Last column: Löwdin spin population.
Positions of all 60 atoms, in Å:
Mn (0.1229, 0.5668, -0.3081)  4.108
C (-1.6677, 0.0242, 2.4416)  0.002
C (-2.6245, -0.6852, 1.4845)  0.002
N (-2.2557, -0.4523, 0.0902)  0.027
C (-2.5340, -1.5959, -0.7748)  0.009
C (-1.5931, -2.7891, -0.5369)  0.003
S (0.1304, -2.4264, -0.0803)  0.024
C (0.0480, -2.6178, 1.7263)  0.002
C (0.4059, -1.3477, 2.4944)  0.003
N (-0.2823, -0.1533, 2.0443)  0.020
H (-1.8696, 1.0971, 2.4245)  0.000
H (-1.8615, -0.3248, 3.4671)  0.001
H (-2.5918, -1.7603, 1.6663)  0.000
H (-3.6541, -0.3732, 1.7012)  0.001
H (-2.7466, 0.3521, -0.2850)  0.006
H (-3.5655, -1.9595, -0.6406)  0.001
H (-2.4492, -1.2570, -1.8035)  0.007
H (-1.9830, -3.4556, 0.2345)  0.001
H (-1.5474, -3.3674, -1.4590)  0.000
H (-0.9429, -2.9857, 1.9911)  0.000
H (0.7580, -3.3954, 2.0144)  0.000
H (0.2293, -1.5382, 3.5657)  0.001
H (1.4687, -1.1539, 2.3532)  0.000
H (0.2544, 0.6645, 2.3052)  0.001
C (3.1044, 1.5567, 3.3290)  0.000
C (3.0508, 2.4054, 2.0702)  0.001
O (4.1806, 3.2823, 2.0957)  0.000
P (3.1366, 1.3716, 0.5317)  0.002
O (3.3102, 2.2699, -0.6257)  -0.020
O (4.5096, 0.5562, 0.8707)  0.002
O (2.0302, 0.3410, 0.6041)  0.038
P (1.5776, 3.5208, 2.0578)  0.000
O (1.3927, 3.9020, 3.6180)  0.000
O (1.7430, 4.7242, 1.2263)  0.000
O (0.2978, 2.6280, 1.8142)  0.002
H (4.0019, 0.9401, 3.3005)  0.000
H (2.2376, 0.8979, 3.3884)  0.000
H (3.1264, 2.1950, 4.2114)  0.000
H (4.1738, 3.7525, 1.2490)  0.000
H (0.9980, 1.5661, -1.1371)  -0.188
H (4.6450, -0.1266, 0.2046)  0.000
H (1.4729, 4.8613, 3.6831)  0.000
C (-0.3679, 2.4880, 0.4908)  -0.046
H (-1.4321, 2.6240, 0.7235)  0.000
H (-0.0590, 3.3598, -0.0869)  0.005
C (-1.9835, -3.4504, -4.9412)  0.010
C (-0.6399, -2.7483, -4.7322)  0.020
C (-0.7478, -1.4782, -3.9611)  0.128
N (-0.2300, -1.3093, -2.7769)  -0.013
N (-0.4017, -0.0889, -2.2738)  0.142
C (-1.2153, 0.7115, -3.0480)  0.383
N (-1.1658, 2.1262, -2.9921)  0.068
S (-1.4733, -0.0206, -4.6332)  0.209
H (-1.8679, -4.3617, -5.5326)  0.001
H (-2.6864, -2.7949, -5.4583)  0.000
H (-2.4287, -3.7187, -3.9808)  0.001
H (-0.1842, -2.5481, -5.7094)  0.006
H (0.0464, -3.3974, -4.1836)  0.001
H (-1.0619, 2.4218, -2.0287)  0.004
H (-0.3389, 2.4752, -3.4835)  0.024

No. 3
ORCA calculation (ωB97M-V/def2-TZVPD) on a structure of composition C23H41IrN2OP3.

## Properties
**Multiplicity**: 6
**LUMO (spin up / spin down)**: -12.5258 / -16.5284 eV
**Relative energy (zero: lowest compared OMol25 entry of this formula, charge and spin)**: 140.3 kJ/mol
**E_tot**: -2212.36896 a.u.
**Total charge**: +4
**E_HOMO (spin up / spin down)**: -17.3 / -20.5 eV

Last column: Löwdin spin population.
Positions of all 71 atoms, in Å:
Ir (-0.0941, 0.1708, -0.0195)  1.544
P (1.6958, 0.6744, 1.1513)  0.098
P (-1.1819, 2.2210, 0.7964)  0.156
P (0.2193, -2.2103, -0.2510)  0.162
H (-1.6995, 1.1957, -1.9096)  0.022
C (-1.6334, 0.1479, -1.5896)  0.180
C (-2.4002, -0.2974, -0.4839)  0.142
H (-3.1544, 0.3845, -0.0833)  0.013
C (2.5860, 1.7983, 0.0185)  0.066
C (1.6997, 1.5092, 2.7832)  0.011
C (2.8954, -0.6201, 1.5679)  0.008
C (-2.8713, 2.7271, 0.2392)  0.013
C (-1.3583, 2.5207, 2.6174)  0.025
C (-0.2510, 3.7019, 0.2161)  0.049
C (-1.2833, -3.2716, -0.4474)  0.016
C (1.1756, -3.3041, 0.8874)  0.021
C (1.0661, -2.5980, -1.8355)  0.053
H (-1.3261, -0.5887, -2.3346)  0.015
H (-2.6619, -1.3490, -0.3862)  0.008
H (3.3262, 1.2288, -0.5624)  0.001
H (3.0310, 2.5848, 0.6388)  0.009
H (1.9180, 2.2782, -0.7032)  0.017
H (2.7444, 1.6617, 3.0890)  0.001
H (1.2083, 0.8771, 3.5348)  0.001
H (1.2067, 2.4849, 2.7519)  0.000
H (3.8642, -0.1669, 1.8033)  0.001
H (3.0488, -1.3206, 0.7454)  0.001
H (2.5730, -1.1729, 2.4560)  0.001
H (-2.9461, 3.8241, 0.2811)  0.003
H (-3.6214, 2.3091, 0.9219)  0.000
H (-3.0613, 2.3836, -0.7849)  0.000
H (-0.9902, 3.5265, 2.8720)  0.004
H (-0.8127, 1.7721, 3.2021)  0.001
H (-2.4235, 2.4645, 2.8761)  0.001
H (-0.9294, 4.5667, 0.1888)  0.007
H (0.1098, 3.5414, -0.8076)  0.003
H (0.5905, 3.9344, 0.8812)  0.001
H (-0.9931, -4.3123, -0.6542)  0.003
H (-1.9129, -2.9194, -1.2729)  0.000
H (-1.8590, -3.2608, 0.4864)  0.001
H (1.9409, -3.8525, 0.3194)  0.003
H (0.5072, -4.0476, 1.3411)  0.001
H (1.6688, -2.7438, 1.6839)  0.002
H (0.8447, -3.6222, -2.1636)  0.008
H (2.1502, -2.4856, -1.7028)  0.000
H (0.7177, -1.9190, -2.6192)  0.001
C (1.4391, 0.2883, -4.0210)  0.231
C (2.3290, 1.3200, -4.3506)  0.074
C (3.0429, 1.2399, -5.5575)  0.080
C (2.8275, 0.1960, -6.4633)  0.290
C (1.8770, -0.7785, -6.1697)  0.041
C (1.1646, -0.7357, -4.9580)  0.124
O (0.8712, 0.1323, -2.7854)  0.272
H (0.9194, 0.7635, -1.9845)  0.076
H (2.4799, 2.1396, -3.6496)  0.001
H (3.7838, 1.9968, -5.7896)  0.000
H (3.3971, 0.1572, -7.4024)  0.010
H (1.6716, -1.5768, -6.8869)  -0.001
H (0.4224, -1.4934, -4.7225)  0.003
N (-5.3564, 0.6666, 4.6350)  0.291
C (-4.4419, 0.0289, 4.2818)  0.055
C (-3.2785, -0.7227, 3.8692)  0.177
C (-2.7343, -1.7555, 4.6371)  -0.002
C (-1.5281, -2.3093, 4.2501)  0.062
C (-0.8597, -1.7501, 3.1471)  0.208
N (-1.4322, -0.8578, 2.3386)  0.126
C (-2.6398, -0.3928, 2.6617)  0.199
H (-3.2639, -2.0964, 5.5381)  -0.002
H (-1.0626, -3.1388, 4.7884)  0.002
H (0.1626, -2.0396, 2.8979)  0.008
H (-3.1142, 0.2916, 1.9567)  0.006